# 1
114
Properties=species:S:1:pos:R:3:lowdin_charge:R:1 method="wB97M-V/def2-TZVPD" de_lowest_ev=0.9735 total_charge=-1
Hg -0.040 1.266 -0.834 0.92
N 2.722 2.898 -1.311 0.00
C 2.279 3.616 -2.500 -0.20
C 1.196 3.020 -3.406 -0.57
O 1.145 3.479 -4.558 -0.03
N 0.427 2.037 -2.919 -0.08
C -0.493 1.469 -3.898 -0.17
C -1.900 1.352 -3.376 -0.50
O -2.697 0.389 -3.859 0.05
O -2.350 2.193 -2.624 0.03
H 2.001 2.907 -0.604 -0.02
H 2.907 1.928 -1.538 0.04
H 3.140 3.773 -3.149 0.11
H 1.937 4.609 -2.201 0.11
H -0.116 0.509 -4.259 0.10
H -0.562 2.138 -4.761 0.13
C 2.929 -1.093 0.181 -0.31
N 2.674 -0.693 1.551 -0.18
C 2.520 0.747 1.786 -0.26
P 0.796 1.700 1.612 0.93
C 0.011 0.609 2.858 -0.33
C 0.088 0.808 4.235 -0.10
C -0.482 -0.104 5.115 -0.09
C -1.103 -1.248 4.635 -0.09
C -1.148 -1.478 3.267 -0.08
C -0.607 -0.553 2.387 -0.12
C 1.550 3.178 2.439 -0.30
C 0.887 3.829 3.486 -0.11
C 1.454 4.922 4.121 -0.09
C 2.680 5.422 3.700 -0.10
C 3.321 4.825 2.629 -0.09
C 2.766 3.713 2.007 -0.10
C 3.295 -1.440 2.572 -0.25
C 2.720 -1.475 3.846 -0.02
C 3.280 -2.230 4.863 -0.09
C 4.429 -2.979 4.642 -0.12
C 5.018 -2.940 3.387 -0.10
C 4.466 -2.177 2.367 -0.03
P 1.366 -1.191 -0.871 1.06
C 0.752 -2.839 -0.354 -0.34
C 0.117 -3.663 -1.286 -0.11
C -0.434 -4.875 -0.902 -0.08
C -0.371 -5.281 0.426 -0.10
C 0.236 -4.460 1.364 -0.09
C 0.786 -3.242 0.980 -0.09
C 2.298 -1.578 -2.412 -0.34
C 2.423 -0.571 -3.367 -0.09
C 3.215 -0.749 -4.495 -0.07
C 3.896 -1.943 -4.682 -0.10
C 3.780 -2.954 -3.736 -0.09
C 2.990 -2.774 -2.609 -0.09
H 3.393 -2.075 0.158 0.07
H 3.603 -0.386 -0.329 0.09
H 3.223 1.265 1.117 0.06
H 2.851 0.954 2.804 0.09
H 0.612 1.667 4.633 0.09
H -0.418 0.072 6.183 0.10
H -1.544 -1.958 5.324 0.10
H -1.608 -2.382 2.884 0.10
H -0.649 -0.738 1.319 0.07
H -0.094 3.487 3.781 0.09
H 0.927 5.401 4.939 0.10
H 3.120 6.280 4.193 0.09
H 4.259 5.226 2.263 0.10
H 3.275 3.295 1.150 0.07
H 1.811 -0.919 4.025 0.08
H 2.797 -2.249 5.834 0.10
H 4.856 -3.583 5.433 0.09
H 5.927 -3.498 3.198 0.10
H 4.968 -2.144 1.409 0.10
H 0.042 -3.342 -2.317 0.11
H -0.931 -5.496 -1.638 0.10
H -0.803 -6.227 0.728 0.09
H 0.281 -4.761 2.404 0.10
H 1.230 -2.600 1.728 0.08
H 1.876 0.357 -3.229 0.06
H 3.287 0.045 -5.229 0.11
H 4.515 -2.088 -5.560 0.10
H 4.311 -3.889 -3.875 0.10
H 2.915 -3.576 -1.886 0.10
C -3.566 1.156 1.929 -0.26
P -2.962 1.341 0.183 1.01
C -2.622 3.158 0.186 -0.37
C -4.590 1.145 -0.639 -0.37
C -5.167 2.098 -1.475 -0.09
C -6.371 1.842 -2.114 -0.09
C -7.015 0.625 -1.935 -0.10
C -6.449 -0.332 -1.107 -0.10
C -5.247 -0.072 -0.466 -0.12
H -3.835 0.121 2.143 0.03
H -4.436 1.793 2.091 0.04
H -2.760 1.454 2.597 0.02
H -2.840 3.585 -0.793 0.07
H -0.902 4.242 0.401 0.11
H -3.205 3.660 0.965 0.09
H -4.662 3.039 -1.648 0.09
H -6.800 2.591 -2.769 0.10
H -7.946 0.422 -2.452 0.09
H -6.935 -1.291 -0.975 0.10
H -4.806 -0.833 0.168 0.09
O -0.838 -0.850 -1.971 -0.37
N -1.908 -1.455 -2.561 -0.15
C -2.182 -1.037 -3.883 -0.25
C -3.218 -1.878 -4.516 -0.04
C -4.017 -2.680 -3.778 -0.12
C -3.816 -2.839 -2.377 -0.12
C -2.746 -2.203 -1.825 -0.09
H -1.250 -0.984 -4.443 0.14
H -3.347 -1.769 -5.585 0.10
H -4.806 -3.240 -4.268 0.09
H -4.457 -3.464 -1.773 0.08
H -2.458 -2.300 -0.786 0.13
O -0.883 2.748 1.669 -0.47
N -1.185 3.267 0.414 -0.26

# 2
112
Properties=species:S:1:pos:R:3:lowdin_charge:R:1 method="wB97M-V/def2-TZVPD" de_lowest_ev=0.6924 total_charge=+1
K -1.184 -3.600 0.788 0.84
K 3.140 -4.086 2.275 0.86
C 1.906 -1.064 0.611 -0.37
O 1.210 -2.146 1.086 -0.54
H 1.703 -0.840 -0.437 0.05
H 1.619 -0.126 1.085 0.04
H 2.970 -1.193 0.806 0.04
C 6.116 0.109 -1.471 -0.06
C 5.925 -0.986 -0.465 -0.23
O 6.270 -0.678 0.885 0.04
C 6.335 -1.653 1.827 -0.54
O 6.039 -2.843 1.798 0.06
O 6.581 -1.015 2.970 0.00
C 6.536 -1.651 4.230 -0.03
H 5.659 1.030 -1.109 0.08
H 5.727 -0.141 -2.458 0.09
H 7.184 0.266 -1.626 0.08
H 6.488 -1.833 -0.857 0.13
H 4.844 -1.130 -0.440 0.10
H 6.823 -0.988 5.046 0.11
H 7.226 -2.495 4.215 0.10
H 5.574 -2.115 4.446 0.09
C 4.209 2.246 2.101 -0.08
C 4.002 2.930 3.437 -0.22
O 2.747 3.539 3.308 0.00
C 2.128 3.992 4.445 -0.53
O 2.459 3.713 5.618 0.09
O 1.094 4.713 4.075 0.02
C 0.313 5.291 5.125 -0.04
H 4.189 2.952 1.271 0.08
H 3.414 1.544 1.845 0.06
H 5.121 1.662 1.977 0.07
H 4.778 3.689 3.541 0.14
H 3.946 2.059 4.089 0.13
H 0.804 5.956 5.835 0.10
H -0.245 4.544 5.690 0.09
H -0.544 5.826 4.715 0.09
C -1.942 4.804 -3.713 -0.06
C -0.714 4.246 -3.057 -0.28
O -0.258 5.226 -2.205 0.05
C 0.381 4.967 -1.029 -0.56
O 0.812 5.804 -0.264 0.14
O 0.577 3.676 -0.919 -0.03
C 1.039 3.074 0.307 0.00
H -2.236 4.314 -4.641 0.07
H -1.677 5.844 -3.902 0.09
H -2.820 4.679 -3.080 0.08
H -0.014 3.931 -3.831 0.12
H -1.003 3.321 -2.558 0.09
H 1.991 3.475 0.654 0.08
H 1.200 2.010 0.128 0.07
H 0.198 3.178 0.993 0.11
C -1.417 0.336 3.481 -0.03
C -2.845 0.040 3.005 -0.18
O -3.027 -1.400 2.967 -0.01
C -4.297 -1.874 2.948 -0.53
O -5.254 -1.101 3.246 0.07
O -4.302 -3.185 2.764 -0.01
C -5.615 -3.833 2.795 0.01
H -0.709 0.175 2.669 0.06
H -1.108 -0.304 4.308 0.08
H -1.319 1.364 3.830 0.08
H -3.192 0.483 2.071 0.10
H -3.524 0.427 3.765 0.12
H -6.344 -3.211 3.314 0.10
H -5.549 -4.834 3.220 0.10
H -5.873 -3.926 1.740 0.10
C -4.278 0.235 -4.719 -0.08
C -2.966 0.951 -4.726 -0.17
O -1.976 -0.167 -4.698 0.04
C -0.727 0.277 -4.493 -0.56
O -0.326 1.460 -4.564 0.08
O 0.011 -0.729 -4.036 -0.01
C 1.377 -0.487 -3.653 -0.03
H -5.144 0.884 -4.586 0.09
H -4.312 -0.592 -4.010 0.08
H -4.459 -0.319 -5.640 0.08
H -2.920 1.692 -3.928 0.11
H -2.911 1.488 -5.673 0.13
H 1.465 0.391 -3.013 0.09
H 2.077 -0.369 -4.480 0.10
H 1.751 -1.419 -3.231 0.08
C -1.589 -8.050 -2.056 -0.07
C -1.428 -6.995 -3.128 -0.18
O -0.064 -6.455 -3.239 0.03
C 0.314 -5.496 -2.343 -0.55
O -0.451 -4.783 -1.688 0.02
O 1.623 -5.432 -2.279 0.03
C 2.229 -4.452 -1.461 -0.02
H -0.711 -8.673 -1.885 0.09
H -2.413 -8.706 -2.337 0.09
H -1.834 -7.680 -1.061 0.07
H -2.246 -6.283 -3.246 0.13
H -1.393 -7.564 -4.057 0.12
H 3.317 -4.451 -1.524 0.11
H 2.017 -4.657 -0.412 0.06
H 1.831 -3.472 -1.725 0.10
C -5.896 1.606 1.222 -0.04
C -5.717 2.262 -0.151 -0.23
O -4.764 1.604 -0.926 0.04
C -3.475 1.762 -0.623 -0.56
O -2.905 2.729 -0.067 0.10
O -2.869 0.656 -1.052 0.00
C -1.463 0.543 -0.929 -0.02
H -6.197 0.580 1.010 0.08
H -6.599 2.112 1.885 0.09
H -4.913 1.561 1.691 0.05
H -5.442 3.294 0.066 0.12
H -6.669 2.289 -0.682 0.13
H -1.003 -0.391 -1.253 0.10
H -1.116 0.786 0.075 0.09
H -1.094 1.271 -1.652 0.09

# 3
57
Properties=species:S:1:pos:R:3:lowdin_charge:R:1 method="wB97M-V/def2-TZVPD" de_lowest_ev=0.3843 total_charge=-2
Ag 0.426 0.655 -0.300 0.73
O 0.368 -1.450 4.126 0.02
C 1.413 -2.292 4.027 -0.29
C 1.755 -3.062 5.143 -0.04
C 2.821 -3.941 5.090 -0.12
C 3.564 -4.072 3.920 -0.12
C 3.220 -3.307 2.816 -0.05
C 2.156 -2.411 2.841 -0.08
C 1.785 -1.587 1.626 -0.48
O 0.796 -0.778 1.775 -0.15
N 2.498 -1.815 0.558 0.04
N 2.145 -0.978 -0.512 -0.06
C 2.316 -1.527 -1.655 -0.15
C 1.994 -0.959 -2.964 -0.17
C 2.135 -1.844 -4.042 -0.11
C 1.820 -1.506 -5.343 -0.15
C 1.328 -0.212 -5.571 -0.14
C 1.178 0.688 -4.547 -0.04
C 1.520 0.383 -3.189 -0.42
O 1.419 1.268 -2.282 -0.16
H 0.330 -1.015 3.210 0.04
H 1.166 -2.944 6.044 0.10
H 3.074 -4.528 5.966 0.09
H 4.401 -4.758 3.869 0.08
H 3.773 -3.380 1.889 0.10
H 2.706 -2.552 -1.667 0.10
H 2.510 -2.841 -3.820 0.09
H 1.944 -2.213 -6.154 0.07
H 1.055 0.088 -6.579 0.08
H 0.790 1.683 -4.729 0.10
C -2.203 -2.671 0.512 -0.26
S -1.089 -1.925 -0.660 0.78
C -1.263 -3.124 -1.966 -0.26
O -1.779 -0.680 -1.156 -0.56
H -3.196 -2.731 0.064 0.05
H -2.212 -2.024 1.388 0.05
H -1.829 -3.654 0.802 0.06
H -0.852 -4.082 -1.645 0.05
H -0.685 -2.745 -2.809 0.05
H -2.317 -3.210 -2.236 0.05
N -1.023 1.892 1.168 0.04
C -1.654 3.124 0.779 -0.32
C -0.928 4.135 0.176 -0.04
C -1.542 5.348 -0.126 -0.06
C -2.886 5.557 0.145 -0.27
C -3.623 4.516 0.701 -0.07
C -3.012 3.317 1.020 -0.05
S -3.675 7.137 -0.174 0.39
O -4.816 6.813 -1.020 -0.38
O -2.646 7.933 -0.827 -0.39
O -4.053 7.617 1.149 -0.38
H -1.697 1.284 1.614 0.08
H -0.291 2.075 1.844 0.09
H 0.115 3.979 -0.077 0.11
H -0.979 6.150 -0.583 0.10
H -4.679 4.657 0.897 0.11
H -3.589 2.518 1.477 0.10

# 4
14
Properties=species:S:1:pos:R:3:lowdin_charge:R:1 method="wB97M-V/def2-TZVPD" de_lowest_ev=3.7822
C -1.362 -0.109 -0.262 -0.46
C -0.546 1.230 -0.270 -0.05
C 0.802 0.555 0.046 -0.35
C 0.267 -0.466 1.110 -0.03
C -0.311 -1.098 -0.335 -0.11
H -0.543 1.698 -1.226 0.10
H -0.767 1.987 0.450 0.11
H 1.762 0.983 0.001 0.12
H -0.454 -0.150 2.042 0.18
H 1.219 -0.835 1.343 0.07
H -0.173 -2.150 -0.656 0.15
H 1.747 -0.995 -0.940 0.13
N 0.880 -0.367 -1.108 0.01
O -2.523 -0.284 -0.196 0.13

# 5
13
Properties=species:S:1:pos:R:3:lowdin_charge:R:1 method="wB97M-V/def2-TZVPD" total_charge=-1
C -1.812 -0.573 -1.710 -0.07
C 1.223 0.740 -0.140 -0.39
O -1.147 -0.067 2.439 -0.36
O -2.297 -0.001 -0.855 -0.04
O 1.648 -2.010 -0.934 -0.46
O -0.300 -1.725 0.507 -0.52
O 0.819 0.729 1.148 -0.24
O 0.239 0.213 -1.025 -0.47
F -1.105 2.018 1.169 -0.37
S -0.734 0.288 1.117 0.95
S 0.218 -1.639 -0.852 0.73
H 1.141 1.813 -0.436 0.14
H 2.106 0.213 -0.429 0.10

# 6
19
Properties=species:S:1:pos:R:3:lowdin_charge:R:1 method="wB97M-V/def2-TZVPD" de_lowest_ev=0.0000 total_charge=+2
O -2.625 -3.028 -5.476 0.02
C -3.443 -2.610 -4.793 -0.01
Pb -2.365 0.076 -0.701 1.49
C -3.434 -0.606 1.387 -0.06
C -3.234 2.341 -0.391 -0.05
O -3.951 -1.424 2.009 0.20
O -3.797 3.240 -0.837 0.20
C 2.333 0.830 -0.404 0.02
N 1.757 0.191 0.784 -0.13
C 2.629 -0.428 1.782 0.01
C 0.449 0.077 0.885 -0.24
O -0.313 0.547 -0.032 -0.30
H 3.411 0.880 -0.248 0.11
H 1.923 1.841 -0.521 0.11
H 2.104 0.252 -1.311 0.12
H 2.358 -0.064 2.783 0.11
H 2.518 -1.524 1.780 0.12
H 3.659 -0.150 1.546 0.11
H 0.022 -0.442 1.756 0.17

# 7
21
Properties=species:S:1:pos:R:3:lowdin_charge:R:1 method="wB97M-V/def2-TZVPD" smiles=C[C@H](N)C(C)(C)N de_lowest_ev=0.0000
C -0.038 0.130 0.593 -0.62
C 0.398 -0.022 -0.906 -0.42
C 1.209 0.204 1.482 -0.05
C -0.852 1.412 0.783 -0.05
C -0.779 0.023 -1.881 -0.07
N -0.846 -0.982 1.079 0.07
N 1.142 -1.242 -1.189 0.04
H 1.072 0.811 -1.138 0.14
H -1.719 -1.045 0.568 0.07
H -0.350 -1.862 0.977 0.07
H 0.579 -2.059 -0.973 0.07
H 1.994 -1.288 -0.643 0.06
H 0.905 0.328 2.518 0.08
H 1.835 1.045 1.193 0.08
H 1.797 -0.709 1.417 0.07
H -0.414 -0.221 -2.875 0.08
H -1.046 1.560 1.842 0.08
H -0.306 2.270 0.401 0.09
H -1.809 1.346 0.274 0.07
H -1.232 1.009 -1.908 0.07
H -1.539 -0.709 -1.612 0.07

# 8
9
Properties=species:S:1:pos:R:3:lowdin_charge:R:1 method="wB97M-V/def2-TZVPD" de_lowest_ev=3.5565
B -0.719 0.143 -0.367 0.01
C 0.388 1.254 -0.650 -0.37
C -0.168 -0.887 0.589 -0.13
O 0.153 2.439 -0.774 0.13
F 1.671 0.808 -0.476 0.07
F 0.852 -0.333 1.449 -0.11
H 0.132 -2.118 0.074 0.23
H -1.441 -0.119 -1.211 0.08
H -0.868 -1.186 1.366 0.09

# 9
42
Properties=species:S:1:pos:R:3:lowdin_charge:R:1 method="wB97M-V/def2-TZVPD" smiles=CO.CO.CO.CO.CO.CO.CO de_lowest_ev=3.4929
C 2.223 1.109 -2.751 -0.16
O 2.670 1.740 -1.578 -0.13
H 2.322 1.934 -3.446 0.08
H 2.869 0.247 -2.997 0.09
H 1.158 0.826 -2.708 0.06
H 2.688 1.055 -0.892 0.03
C 3.612 0.930 1.732 -0.11
O 3.089 -0.047 0.824 -0.15
H 3.628 0.555 2.781 0.09
H 4.604 1.225 1.437 0.08
H 2.909 1.759 1.643 0.09
H 3.679 -0.804 0.755 0.10
C -2.589 2.583 -2.566 -0.11
O -1.564 3.074 -1.640 -0.15
H -3.341 3.343 -2.717 0.07
H -2.175 2.274 -3.521 0.07
H -2.998 1.720 -2.034 0.08
H -1.017 3.754 -2.031 0.07
C -0.612 -0.287 4.743 -0.17
O -1.287 0.769 5.398 -0.12
H -1.265 -1.164 4.591 0.09
H -0.252 -0.012 3.750 0.06
H 0.278 -0.607 5.308 0.07
H -1.859 0.422 6.077 0.07
C -1.972 -3.347 0.310 -0.18
O -1.400 -2.694 1.420 -0.13
H -2.505 -4.232 0.696 0.08
H -2.727 -2.712 -0.225 0.08
H -1.257 -3.711 -0.432 0.07
H -0.870 -1.964 1.091 0.01
C -0.980 -1.492 -2.613 -0.17
O -0.709 -2.814 -3.055 -0.12
H -0.620 -0.730 -3.320 0.07
H -2.071 -1.401 -2.541 0.08
H -0.585 -1.346 -1.608 0.05
H 0.234 -2.910 -3.202 0.07
C -0.459 0.757 0.503 -0.12
O 0.142 -0.531 0.616 -0.17
H -0.338 1.360 1.411 0.08
H -0.249 1.320 -0.417 0.06
H -1.515 0.530 0.468 0.08
H 1.111 -0.479 0.743 0.06

Number 1: calculated total energy -3725.22022 Eh, highest occupied orbital energy -0.1599 Ha. Number 2: calculated total energy -3995.33868 Eh, highest occupied orbital energy -0.3746 Ha. Number 3: calculated total energy -2485.92356 Eh, highest occupied orbital energy -0.0856 Ha. Number 4: calculated total energy -324.58547 Eh, highest occupied orbital energy -0.3423 Ha. Number 5: calculated total energy -1425.06923 Eh, highest occupied orbital energy -0.1980 Ha. Number 6: calculated total energy -780.72752 Eh, highest occupied orbital energy -0.6489 Ha. Number 7: calculated total energy -308.42306 Eh, highest occupied orbital energy -0.3290 Ha. Number 8: calculated total energy -377.74854 Eh, highest occupied orbital energy -0.4098 Ha. Number 9: calculated total energy -810.04272 Eh, highest occupied orbital energy -0.3499 Ha.